## one
# C4H10N2O2

A cluster of 2 separate species, C4H10N2O2 in total (wB97M-V/def2-TZVPD, the OMol25 dataset).

Highest occupied orbital energy, eV: -9.873
Kohn-Sham gap, eV: 10.341
M, u: 118.1
Structure (SMILES): CC(N)=O.CC(N)=O
E_LUMO, eV: 0.468

The geometry in ORCA input format:
```
! RIJCOSX wB97M-V def2-TZVPD def2/J DEFGRID3
* xyz 0 1
C 2.08652 1.14959 -0.08879
C 2.35409 -0.11991 -0.84308
O 3.46206 -0.57227 -0.90885
N 1.20809 -0.96520 -1.11654
H 1.24294 -1.76623 -1.69820
H 0.29434 -0.66802 -0.85506
H 1.20020 1.18943 0.55709
H 1.98903 2.10620 -0.76029
H 2.96420 1.32157 0.58681
C -2.18843 -0.04240 2.08816
C -2.40232 0.06260 0.60041
O -3.44130 -0.04867 0.11345
N -1.10620 0.27059 -0.18188
H -1.02202 1.07690 -0.83809
H -0.27344 0.40985 0.35608
H -3.11789 -0.20181 2.56548
H -1.76748 0.88320 2.52090
H -1.48838 -0.82062 2.47728
*
```

Atomic partial charges in e from the natural (NBO) method, atoms 1 to 6: C -0.722; C 0.669; O -0.579; N -0.872; H 0.396; H 0.397

## two
# C4H10N2O2

A cluster of 2 separate species, C4H10N2O2 in total (wB97M-V/def2-TZVPD, the OMol25 dataset).

Highest occupied orbital energy, eV: -9.617
Kohn-Sham gap, eV: 10.435
M, u: 118.1
Structure (SMILES): CC(N)=O.CC(N)=O
E_LUMO, eV: 0.818

The geometry in ORCA input format:
```
! RIJCOSX wB97M-V def2-TZVPD def2/J DEFGRID3
* xyz 0 1
C 1.63734 1.44132 0.36815
C 0.40146 1.14950 1.15909
O -0.01909 0.03961 1.41819
N -0.27659 2.27198 1.57431
H -1.25890 2.23367 1.79672
H -0.05134 3.14557 1.12486
H 2.50850 1.10992 0.94985
H 1.79286 2.51074 0.23594
H 1.78298 0.91259 -0.56786
C -1.71038 -0.84278 -0.69338
C -0.35975 -1.22251 -1.20182
O 0.22638 -0.53871 -2.02067
N 0.17918 -2.39476 -0.72356
H -1.70544 0.24591 -0.66864
H -2.01370 -1.16780 0.29803
H 1.17510 -2.47424 -0.85714
H -0.16378 -2.62964 0.19533
H -2.47411 -1.13504 -1.39076
*
```

Atomic partial charges in e from the natural (NBO) method, atoms 1 to 6: C -0.730; C 0.686; O -0.629; N -0.823; H 0.397; H 0.381

The structure with the greatest stability is two.

## one
# C4H10N2O2

The molecule C4H10N2O2 (wB97M-V/def2-TZVPD, the OMol25 dataset).

Highest occupied orbital energy, eV: -8.279
Kohn-Sham gap, eV: 9.150
M, u: 118.1
Structure (SMILES): CN(C)NCC(=O)O
E_LUMO, eV: 0.870

The geometry in ORCA input format:
```
! RIJCOSX wB97M-V def2-TZVPD def2/J DEFGRID3
* xyz 0 1
C -0.76786 0.04642 -1.51010
C 1.13813 -1.16267 1.36885
C -0.90745 0.08787 1.57969
N 0.19844 -0.26808 0.68366
N -0.31619 -0.95066 -0.51091
C 0.29612 1.09471 -1.78529
O -0.12929 2.35145 -1.52446
O 1.43237 0.89457 -2.18256
H 0.68065 2.89267 -1.62024
H 0.43927 -1.47782 -0.96275
H -1.70419 0.51859 -1.19576
H -0.97886 -0.46402 -2.45708
H 1.55221 -0.67522 2.25813
H 0.67115 -2.10687 1.67140
H -0.51841 0.51430 2.51190
H -1.54075 -0.77016 1.82999
H 1.98879 -1.39109 0.71549
H -1.53415 0.86603 1.13005
*
```

Atomic partial charges in e from the natural (NBO) method, atoms 1 to 6: C -0.339; C -0.426; C -0.427; N -0.309; N -0.473; C 0.782

## two
# C4H10N2O2

A cluster of 2 separate species, C4H10N2O2 in total (wB97M-V/def2-TZVPD, the OMol25 dataset).

Highest occupied orbital energy, eV: -9.324
Kohn-Sham gap, eV: 10.309
M, u: 118.1
Structure (SMILES): CC(N)=O.CC(N)=O
E_LUMO, eV: 0.986

The geometry in ORCA input format:
```
! RIJCOSX wB97M-V def2-TZVPD def2/J DEFGRID3
* xyz 0 1
C -0.18649 2.71984 1.22387
C 0.59286 1.67778 0.45434
O 0.29397 1.14075 -0.57222
N 1.92084 1.59835 0.91737
H 0.09052 3.73098 0.88558
H -0.21258 2.69283 2.31276
H 2.41084 0.75348 0.65736
H 2.08559 1.75249 1.90446
H -1.24810 2.53294 1.04214
C -1.79227 -1.49156 -1.36213
C -0.60894 -1.73264 -0.45870
O -0.21616 -0.95834 0.38499
N 0.06435 -2.91760 -0.64309
H -2.52559 -2.27417 -1.51189
H -1.42652 -1.09865 -2.32024
H 0.82608 -3.15946 -0.07497
H -0.09529 -3.44569 -1.48463
H -2.23304 -0.55279 -1.00204
*
```

Atomic partial charges in e from the natural (NBO) method, atoms 1 to 6: C -0.737; C 0.700; O -0.572; N -0.845; H 0.240; H 0.224

## three
# C4H10N2O2

A cluster of 2 separate species, C4H10N2O2 in total (wB97M-V/def2-TZVPD, the OMol25 dataset).

Highest occupied orbital energy, eV: -9.474
Kohn-Sham gap, eV: 10.332
M, u: 118.1
Structure (SMILES): CC(N)=O.CC(N)=O
E_LUMO, eV: 0.859

The geometry in ORCA input format:
```
! RIJCOSX wB97M-V def2-TZVPD def2/J DEFGRID3
* xyz 0 1
C -2.42072 -0.15011 -0.04336
C -3.94222 -0.09957 0.10865
C 2.49685 0.09629 -0.04010
C 3.97360 -0.12105 0.21326
H -0.92855 1.27144 -0.26576
H -2.37708 1.90012 0.25023
H -4.36118 -0.62674 -0.79654
H -4.36444 0.93506 -0.03988
H -4.18085 -0.66679 1.06420
H 0.69296 -0.66259 -0.20327
H 1.86708 -1.92713 -0.21996
H 4.33602 -1.14810 0.40286
H 4.42723 0.50544 1.10027
H 4.39578 0.08844 -0.88777
N -1.92530 1.09235 -0.09020
N 1.66411 -0.90327 -0.25821
O -1.64181 -1.13105 0.10319
O 1.85135 1.21279 -0.02771
*
```

Atomic partial charges in e from the natural (NBO) method, atoms 1 to 6: C 0.672; C -0.725; C 0.646; C -0.722; H 0.416; H 0.391

## four
# C4H10N2O2

A structure of composition C4H10N2O2 (wB97M-V/def2-TZVPD, the OMol25 dataset).

Highest occupied orbital energy, eV: -8.377
Kohn-Sham gap, eV: 5.721
M, u: 118.1
E_LUMO, eV: -2.656

The geometry in ORCA input format:
```
! RIJCOSX wB97M-V def2-TZVPD def2/J DEFGRID3
* xyz 0 1
N 3.02144 -0.25687 -0.15927
C 1.77374 -0.43898 -0.55592
C 0.77652 0.23435 0.23170
N -0.49004 0.12262 -0.11514
C -1.08127 -0.93827 -0.91050
C -2.43893 -1.12885 -0.32207
O -2.10929 1.31941 0.70689
O 1.11090 0.94190 1.18232
H 3.57769 0.24161 -0.85871
H 2.92986 0.35751 0.67868
H -1.98773 2.14115 1.19665
H -2.75755 -0.17109 0.09096
H 1.63192 -1.25039 -1.27267
H -1.17398 0.84817 0.33019
H -0.45192 -1.82332 -1.00596
H -1.16817 -0.56988 -1.94479
H -2.23843 -1.70994 0.59684
H -3.21094 -1.74865 -0.76391
*
```

Atomic partial charges in e from the natural (NBO) method, atoms 1 to 6: N -0.693; C 0.252; C 0.450; N -0.389; C -0.235; C -0.666

The structure with the greatest stability is two.

## one
# C4H10N2O2

A cluster of 2 separate species, C4H10N2O2 in total (wB97M-V/def2-TZVPD, the OMol25 dataset).

Highest occupied orbital energy, eV: -7.872
Kohn-Sham gap, eV: 8.716
M, u: 118.1
E_LUMO, eV: 0.845

The geometry in ORCA input format:
```
! RIJCOSX wB97M-V def2-TZVPD def2/J DEFGRID3
* xyz 0 1
C -1.82044 -1.25361 -0.69805
C 0.73141 0.25791 -0.09578
C -1.02938 2.03284 0.21825
C 2.98419 -0.52347 0.08546
H -1.02263 -0.56958 -1.47663
H -3.04222 -0.79595 -0.90925
H -1.67336 -2.70187 -0.61305
H -1.49100 -1.19576 1.45601
H -1.14907 3.10216 -0.09579
H -1.13127 1.83468 1.49016
H -2.03813 1.65022 -0.48813
H 2.68770 -1.59703 -0.23060
H 3.10753 -0.25694 1.19612
H 3.96089 -0.66515 -0.30667
N -1.36757 -0.68794 0.64626
N 0.03809 -0.57327 0.52083
O 0.22719 1.51298 -0.38222
O 2.02803 0.42978 -0.31692
*
```

Atomic partial charges in e from the natural (NBO) method, atoms 1 to 6: C -0.470; C 0.795; C -0.276; C -0.277; H 0.235; H 0.220

## two
# C4H10N2O2

A cluster of 2 separate species, C4H10N2O2 in total (wB97M-V/def2-TZVPD, the OMol25 dataset).

Highest occupied orbital energy, eV: -8.600
Kohn-Sham gap, eV: 8.713
M, u: 118.1
E_LUMO, eV: 0.113

The geometry in ORCA input format:
```
! RIJCOSX wB97M-V def2-TZVPD def2/J DEFGRID3
* xyz 0 1
C 1.53541 0.60681 -0.37663
C 0.55012 -1.35217 -0.31549
C -0.76373 -1.48998 0.20832
C -1.78209 0.06556 0.25158
N -1.12791 0.98004 -0.38558
O 1.45317 1.81497 -1.10786
O 1.85370 0.85641 0.96422
N -2.90083 -0.01024 0.82028
H 2.28040 2.30079 -0.99000
H 1.10792 1.31538 1.37294
H 2.39507 0.04987 -0.76277
H 0.00328 0.68897 -0.62103
H -1.33149 1.95637 -0.23216
H -3.06978 -0.84141 1.37421
H 0.69544 -1.53698 -1.37393
H 1.37305 -1.60406 0.34098
H -1.45063 -2.04024 -0.42633
H -0.82107 -1.76008 1.25926
*
```

Atomic partial charges in e from the natural (NBO) method, atoms 1 to 6: C 0.239; C -0.263; C -0.588; C 0.549; N -0.834; O -0.749

The structure with the greatest stability is two.